Below is C5H7N3O in the gas phase at a distorted geometry, with properties calculated with ωB97M-V/def2-TZVPD.

Structure (XYZ):
```
16
Properties=species:S:1:pos:R:3:forces:R:3
O 0.2194 -2.0333 -0.5698 1.12 0.96 0.22
N -1.4693 -0.1971 -0.5803 -1.08 0.03 -0.45
N -0.1745 0.1532 -0.2569 1.03 -0.62 0.13
N 1.2644 2.0046 -0.0676 0.56 1.63 0.19
C 2.0777 -0.7444 0.0567 2.90 -0.71 -0.10
C 3.2855 -0.8958 0.2280 -1.79 0.96 0.38
C 0.6914 -0.9244 -0.2985 -0.64 -1.27 0.36
C 0.1583 1.4941 -0.3480 -0.43 0.09 -0.55
C -2.2636 -0.4641 0.6407 0.91 -0.73 1.12
H 1.1825 3.0383 -0.2601 0.34 -1.43 0.26
H -1.3479 -1.0200 -1.1944 -0.63 0.41 0.75
H -1.6479 -1.1616 1.3999 -1.34 1.55 -1.49
H -3.1735 -1.0634 0.3260 0.85 1.17 0.56
H -0.6715 2.0222 -0.7718 -0.67 0.40 -0.07
H -2.4580 0.5720 1.1411 -0.08 -2.12 -0.79
H 4.3269 -0.7802 0.5550 -1.05 -0.30 -0.52
```
Forces are in eV/Å.

Properties
2S+1 = 1
Energy relative to the best compared isomer or geometry (same formula, charge and spin) = 3.9216 eV
Orbital gap = 9.646 eV

Atomic partial charges in e from the Mulliken method, atoms 1 to 5: number 1, O, carries -0.597; number 2, N, carries -0.776; number 3, N, carries 0.337; number 4, N, carries -0.552; number 5, C, carries -0.545

***

Below is 2 unconnected molecules or ions with the total composition C5H7N3O2 at a distorted geometry, with properties calculated with ωB97M-V/def2-TZVPD.

Structure (XYZ):
```
17
Properties=species:S:1:pos:R:3:forces:R:3
O 0.0511 0.3726 0.2305 -0.12 0.67 -0.38
O -4.2724 -2.8495 -1.0788 0.36 0.22 -0.08
N 0.5433 -1.3075 1.5853 -0.68 -0.06 0.02
N -2.9652 -0.9608 1.2610 1.27 0.02 -0.38
N 2.1093 1.2793 -0.2640 0.59 0.38 -0.25
C -1.8206 -0.8486 1.1063 -1.04 0.10 0.38
C -0.4161 -0.6473 1.0066 0.74 -0.67 0.37
C 1.3877 0.3492 0.3679 -0.06 -1.09 0.76
C 1.5329 2.3024 -1.1108 -0.14 0.18 -0.18
C 1.7073 -0.7111 1.2056 0.09 0.55 -0.35
H 0.8305 2.9332 -0.5481 0.17 -0.16 -0.16
H 2.6866 -1.0339 1.5453 -0.36 0.07 -0.10
H -3.3772 -2.6022 -1.3729 -0.63 -0.08 0.35
H 3.1127 1.2202 -0.1701 -0.34 0.00 -0.03
H 2.3455 2.9324 -1.4862 -0.23 -0.15 0.08
H -4.4593 -2.2894 -0.3096 0.28 -0.14 -0.24
H 1.0038 1.8611 -1.9677 0.11 0.14 0.20
```
Forces are in eV/Å.

Properties
2S+1 = 1
Energy relative to the best compared isomer or geometry (same formula, charge and spin) = 1.5819 eV
Orbital gap = 8.775 eV

Atomic partial charges in e from the Mulliken method, atoms 1 to 5: number 1, O, carries -0.357; number 2, O, carries -0.659; number 3, N, carries -0.498; number 4, N, carries -0.485; number 5, N, carries -0.204

***

Copy entry 2 word for word.
Below is 2 unconnected molecules or ions with the total composition C5H7N3O2 at a distorted geometry, with properties calculated with ωB97M-V/def2-TZVPD.

Structure (XYZ):
```
17
Properties=species:S:1:pos:R:3:forces:R:3
O 0.0511 0.3726 0.2305 -0.12 0.67 -0.38
O -4.2724 -2.8495 -1.0788 0.36 0.22 -0.08
N 0.5433 -1.3075 1.5853 -0.68 -0.06 0.02
N -2.9652 -0.9608 1.2610 1.27 0.02 -0.38
N 2.1093 1.2793 -0.2640 0.59 0.38 -0.25
C -1.8206 -0.8486 1.1063 -1.04 0.10 0.38
C -0.4161 -0.6473 1.0066 0.74 -0.67 0.37
C 1.3877 0.3492 0.3679 -0.06 -1.09 0.76
C 1.5329 2.3024 -1.1108 -0.14 0.18 -0.18
C 1.7073 -0.7111 1.2056 0.09 0.55 -0.35
H 0.8305 2.9332 -0.5481 0.17 -0.16 -0.16
H 2.6866 -1.0339 1.5453 -0.36 0.07 -0.10
H -3.3772 -2.6022 -1.3729 -0.63 -0.08 0.35
H 3.1127 1.2202 -0.1701 -0.34 0.00 -0.03
H 2.3455 2.9324 -1.4862 -0.23 -0.15 0.08
H -4.4593 -2.2894 -0.3096 0.28 -0.14 -0.24
H 1.0038 1.8611 -1.9677 0.11 0.14 0.20
```
Forces are in eV/Å.

Properties
2S+1 = 1
Energy relative to the best compared isomer or geometry (same formula, charge and spin) = 1.5819 eV
Orbital gap = 8.775 eV

Atomic partial charges in e from the Mulliken method, atoms 1 to 5: number 1, O, carries -0.357; number 2, O, carries -0.659; number 3, N, carries -0.498; number 4, N, carries -0.485; number 5, N, carries -0.204

***

- Among the records above, which one has the lowest orbital gap?
  C5H7N3O2